(1)
20
Properties=species:S:1:pos:R:3:forces:R:3:mulliken_charge:R:1 method="wB97M-V/def2-TZVPD" e_above_lowest_kcal_mol=102.1 total_charge=+1
C -0.19550 1.23358 1.66226 -0.5 -0.5 0.5 -1.018
C -0.02530 0.85941 -1.39104 -1.1 -2.7 -0.3 -0.993
C 1.43256 -0.65777 -0.37271 1.4 -2.1 0.8 -0.999
C -0.95730 -0.03962 1.34551 2.6 0.7 -2.6 0.321
N -0.71038 -1.47077 -1.04964 -1.2 0.3 -0.3 -0.641
N 0.03344 -0.37759 -0.57099 -1.0 2.0 1.0 0.083
O -2.19605 0.03716 1.07262 -1.6 1.0 0.2 -0.397
H -0.27936 1.25286 2.75229 0.6 0.3 0.2 0.383
H -0.73166 2.12906 1.34125 -0.1 -0.3 -0.2 0.366
H 0.87191 1.28048 1.31182 -1.2 -0.4 0.7 0.229
H 0.40373 1.58883 -0.80280 1.0 1.8 0.8 0.385
H 0.57669 0.55156 -2.22464 0.0 0.9 -1.1 0.389
H -1.05216 1.11920 -1.60167 -0.2 0.0 -0.4 0.401
H 1.49725 -1.34981 0.56795 0.3 0.6 -2.1 0.306
H 1.92110 -1.07173 -1.36861 -0.9 0.4 2.1 0.386
H 2.02851 0.23410 -0.08023 -0.7 -0.4 -0.4 0.412
H -0.53230 -1.01324 1.42397 0.2 -0.6 1.0 0.451
H -0.07220 -2.14692 -1.45036 -0.5 -0.1 -0.7 0.243
H -1.55685 -1.15679 -1.61767 2.0 -0.8 0.7 0.278
H -2.75806 -0.75556 1.10099 0.7 -0.2 -0.1 0.415


(2)
55
Properties=species:S:1:pos:R:3:forces:R:3:mulliken_charge:R:1 method="wB97M-V/def2-TZVPD" total_charge=-1
C -3.94811 1.10680 3.06826 0.0 -0.2 -0.3 -1.064
C -3.75761 0.88711 1.56787 0.7 0.9 0.1 -0.265
C -2.44972 0.17221 1.23970 -0.2 -0.8 0.7 -0.302
B -2.31312 -1.35771 1.82072 0.2 -0.2 -1.3 1.220
O -2.59771 -1.60031 3.26078 -0.5 0.2 0.4 -0.766
C -1.37957 -1.33268 3.85393 0.1 -0.5 -1.3 -0.215
O -1.40692 -1.63727 5.21273 -0.5 0.0 0.6 -0.558
C -0.40068 -2.15163 2.96208 -0.1 0.5 1.8 0.209
C -0.44777 -3.63774 3.32398 -0.1 -0.3 -0.4 -0.804
C -1.20665 -4.51671 2.35993 0.2 0.0 0.5 -0.377
F -0.68017 -4.48030 1.07689 0.1 -0.2 -0.2 -0.303
O -0.84443 -1.80574 1.71585 0.2 0.2 -0.5 -0.737
H -4.55570 1.97999 3.29159 -0.3 0.0 0.1 0.444
H -4.35071 0.21077 3.51782 -0.2 -0.1 0.3 0.166
H -2.97699 1.27622 3.51803 0.3 0.1 0.2 0.213
H -3.72020 1.87579 1.11017 -0.1 0.2 -0.2 0.220
H -4.60610 0.39745 1.10812 -0.3 -0.4 0.0 0.283
H -1.58398 0.76270 1.55259 0.0 0.3 0.2 0.238
H -2.38613 0.10253 0.16579 0.2 -0.1 -0.4 -0.253
H -2.97586 -2.08811 1.07904 -0.3 -0.2 0.3 -0.443
H -1.11792 -0.29055 3.64238 0.2 0.4 0.6 0.283
H -2.35705 -1.67708 5.41998 0.5 0.0 -0.1 0.329
H 0.59964 -1.78916 3.25079 0.2 0.1 -0.7 0.265
H -0.94608 -3.73110 4.28558 -0.1 -0.1 0.3 0.281
H 0.53886 -4.06961 3.46048 0.4 0.1 -0.1 0.429
H -1.10886 -5.54991 2.69412 -0.2 -0.2 0.0 0.360
H -2.25137 -4.23826 2.34177 -0.3 0.2 -0.3 0.172
O -3.41372 1.45986 -1.65095 -0.1 0.2 -0.3 -0.510
C -2.52530 1.45926 -2.45555 0.0 0.1 0.1 0.920
O -1.29945 1.07415 -2.05809 0.0 -0.1 0.2 -0.367
C -0.20404 0.83652 -2.93464 0.2 0.0 -0.2 -0.478
C 0.57658 2.09825 -3.24227 -0.3 0.1 0.0 -0.866
C -2.72715 1.94460 -3.87679 0.0 -0.3 -0.2 -1.228
H -0.53482 0.31844 -3.83821 0.0 0.1 0.0 0.339
H 0.43200 0.13806 -2.39191 -0.1 0.0 0.1 0.358
H -0.02739 2.83012 -3.78206 0.0 -0.1 -0.1 0.268
H 1.45260 1.86437 -3.84809 0.0 0.0 0.0 0.303
H 0.90894 2.56955 -2.32213 0.1 0.0 0.0 0.302
H -2.62009 3.02829 -3.89309 0.0 0.0 0.0 0.260
H -3.73886 1.68638 -4.18017 -0.1 0.1 0.1 0.331
H -2.04314 1.50662 -4.60101 0.1 0.1 0.1 0.348
O 3.25345 3.11947 -1.99312 0.2 0.1 -0.1 -0.562
C 4.11173 2.29998 -1.81789 -0.2 -0.2 0.3 0.780
O 4.87365 1.92025 -2.86877 0.0 0.2 -0.2 -0.357
C 6.01525 1.07287 -2.73748 0.1 -0.2 0.0 -0.420
C 5.63768 -0.39418 -2.76000 -0.1 0.0 0.1 -0.965
C 4.29592 1.62134 -0.48011 0.3 0.2 0.1 -1.012
H 6.59273 1.33747 -1.85042 0.0 0.0 0.0 0.376
H 6.64003 1.30603 -3.59879 -0.1 0.1 0.0 0.309
H 5.00018 -0.65927 -1.91691 0.0 0.0 0.0 0.281
H 6.53126 -1.01833 -2.72366 0.0 0.0 0.0 0.356
H 5.08597 -0.62558 -3.67104 0.0 0.0 0.0 0.290
H 3.59550 0.78958 -0.41089 0.0 0.0 0.0 0.262
H 4.05726 2.34055 0.29874 -0.2 0.0 0.0 0.338
H 5.30412 1.25763 -0.29567 -0.1 -0.1 -0.1 0.318


(3)
136
Properties=species:S:1:pos:R:3:forces:R:3:mulliken_charge:R:1 method="wB97M-V/def2-TZVPD" total_charge=+1
C 0.98174 3.75241 2.34830 -1.5 -1.8 -0.4 -1.042
C -0.08576 2.55964 2.52416 1.0 2.4 -0.3 -0.381
N 0.04212 1.59199 1.43174 0.2 -3.2 -3.2 0.210
C -1.04559 1.21088 0.63006 2.1 -2.0 -1.5 -0.377
C -0.60371 0.12298 -0.24115 -0.7 2.9 2.8 -0.485
N 0.70952 -0.12041 0.09440 0.4 2.0 0.0 0.195
C 1.13261 0.80715 0.98536 -2.5 1.1 2.1 -0.293
C 1.49273 -1.20703 -0.51936 -0.3 -1.1 1.0 -0.856
H 1.92659 3.34797 2.71132 0.1 0.8 0.0 0.324
H 0.60349 4.67013 2.79865 0.4 -0.3 0.5 0.375
H 0.99459 3.96322 1.27897 0.4 0.0 0.0 0.335
H -1.07348 3.00694 2.41259 0.0 -0.3 0.0 0.277
H -0.02902 2.13541 3.52661 0.1 -0.4 -0.3 0.331
H -1.93764 1.81951 0.64435 -0.2 -0.5 0.0 0.489
H -1.06846 -0.45824 -1.02383 -0.2 0.2 0.2 0.428
H 2.02652 0.96711 1.56996 0.5 -0.8 -0.6 0.424
H 2.56550 -1.11985 -0.34707 -0.2 0.4 -0.3 0.319
H 1.21322 -1.45033 -1.54444 0.2 0.9 -0.1 0.301
H 1.15996 -2.09429 0.01928 0.2 -0.2 0.2 0.420
C 9.40283 -6.60435 0.87021 0.8 0.1 0.9 -0.476
C 8.10956 -6.23858 1.11196 -2.1 -1.9 -0.4 -0.432
C 7.25539 -7.23723 1.53475 -1.6 -1.6 1.0 0.550
C 7.68082 -8.54368 1.87558 -0.5 0.7 -0.7 -0.606
C 8.99382 -8.89645 1.69246 0.9 1.8 -0.2 -0.502
C 9.88702 -7.88771 1.25657 -2.7 0.9 -0.4 0.644
O 11.15458 -8.16958 1.09284 2.4 -0.3 -0.4 -0.496
O 5.88670 -6.91845 1.62458 0.6 0.5 0.1 -0.548
H 9.93611 -5.74630 0.48842 1.2 -0.7 -0.2 0.336
H 7.54659 -5.41038 0.70754 0.7 0.7 0.1 0.350
H 7.00498 -9.34452 2.13689 -0.4 0.3 0.2 0.292
H 9.37683 -9.88641 1.89166 -0.1 -0.1 0.1 0.285
H 11.25071 -9.12301 1.15064 0.4 -0.1 0.0 0.298
H 5.30336 -7.63986 1.37783 0.4 -0.3 0.0 0.305
C -3.18797 2.32066 8.40070 0.0 1.7 -1.1 -0.579
C -3.43124 3.70053 8.62867 1.9 -1.5 0.7 -0.529
C -2.41697 4.44142 9.27963 -2.1 0.2 -0.7 0.828
C -1.20697 3.89723 9.64780 0.0 -1.5 0.4 -0.620
C -0.97277 2.53486 9.38417 -1.2 0.1 -1.4 -0.404
C -1.93144 1.78524 8.62741 0.8 -0.4 1.7 0.426
O -1.74543 0.43305 8.27626 -0.1 1.1 0.0 -0.530
O -2.73009 5.73370 9.59944 0.7 0.3 0.2 -0.519
H -3.91984 1.74181 7.85692 -0.1 -0.2 0.2 0.369
H -4.36962 4.17018 8.37320 -0.1 -0.1 0.0 0.267
H -0.51731 4.43077 10.28506 0.0 0.2 -0.2 0.381
H -0.05271 2.07986 9.72013 0.1 -0.1 -0.1 0.318
H -1.12206 0.01855 8.87726 0.1 0.1 0.1 0.310
H -3.63237 5.90378 9.31913 0.0 0.1 0.0 0.283
C 7.22474 1.89767 -5.53875 0.2 1.0 3.0 -0.431
C 6.77458 1.81280 -4.19582 -0.5 0.1 -1.0 -0.728
C 7.21705 2.71616 -3.23776 1.2 1.6 0.4 0.804
C 8.26673 3.60121 -3.49073 -1.0 -0.7 -1.1 -0.555
C 8.72408 3.61828 -4.77962 1.8 1.1 -1.1 -0.405
C 8.26144 2.81303 -5.78925 -2.5 -2.9 0.7 0.357
O 8.72856 2.66813 -7.02582 2.0 1.5 -2.0 -0.546
O 6.62211 2.85120 -2.03202 -1.7 -1.7 1.3 -0.535
H 6.77731 1.34401 -6.35095 0.1 -0.3 0.1 0.392
H 5.98744 1.11741 -3.94431 -0.2 0.0 0.1 0.350
H 8.66218 4.32684 -2.79542 -0.2 -0.2 0.3 0.294
H 9.51668 4.30950 -5.02538 0.2 0.1 -0.1 0.356
H 8.65091 1.75563 -7.31377 -0.1 0.1 0.1 0.333
H 6.75855 3.65820 -1.53029 0.6 0.1 -0.7 0.313
C 6.81797 0.65418 4.65728 -0.3 -2.2 0.2 -0.708
C 6.15296 -0.58392 4.49637 1.5 1.0 -0.9 -0.451
C 4.90969 -0.74848 5.00626 -1.2 0.3 0.0 0.466
C 4.22336 0.32529 5.54594 -0.3 0.1 1.0 -0.488
C 4.90526 1.46374 5.83117 -0.4 0.7 -0.1 -0.536
C 6.21009 1.59309 5.42455 -0.6 -0.8 0.0 0.459
O 6.86172 2.70087 5.74192 1.0 2.2 -0.2 -0.523
O 4.20935 -1.89388 4.98486 -0.5 -1.2 -0.4 -0.520
H 7.85402 0.73816 4.36410 0.0 0.2 -0.2 0.398
H 6.65341 -1.32809 3.89458 -0.1 -0.4 0.2 0.348
H 3.20080 0.26990 5.88898 -0.1 -0.5 -0.2 0.509
H 4.42744 2.32145 6.28107 0.0 0.0 0.2 0.425
H 7.21250 2.92139 4.87594 0.8 1.0 0.3 0.336
H 4.67606 -2.54050 4.45038 0.1 -0.3 0.0 0.290
C -3.27972 -5.09300 0.71959 1.9 -0.9 1.1 -0.521
C -3.70393 -4.03433 1.51336 0.0 -0.2 0.2 -0.639
C -3.10846 -3.83919 2.75202 1.2 0.5 1.2 0.852
C -1.99661 -4.56078 3.20173 -1.1 0.0 -1.1 -0.701
C -1.47740 -5.51348 2.34420 0.3 0.4 0.7 -0.512
C -2.07032 -5.76146 1.13261 -0.8 -0.4 -1.4 0.527
O -1.42757 -6.66948 0.26899 -1.1 0.6 0.2 -0.529
O -3.54752 -2.85121 3.59957 -0.7 0.4 -0.6 -0.519
H -3.87963 -5.50183 -0.08000 0.3 0.4 -0.4 0.414
H -4.48809 -3.35979 1.20273 -0.3 -0.2 0.1 0.440
H -1.60654 -4.34286 4.18497 0.3 -0.2 0.0 0.297
H -0.57962 -6.03229 2.64621 0.1 -0.2 -0.2 0.321
H -0.99444 -7.33948 0.80293 0.1 -0.1 0.1 0.304
H -2.96405 -2.81519 4.36105 0.0 0.0 0.1 0.269
C -5.83013 4.50739 -7.16396 -1.1 -1.3 0.9 -0.501
C -5.35986 3.24858 -6.72796 0.3 1.4 -1.4 -0.655
C -5.21266 3.07756 -5.40107 0.8 -2.3 3.0 0.745
C -5.73460 3.91742 -4.43374 -0.5 1.3 -1.4 -0.643
C -6.37688 5.07995 -4.90963 0.4 -1.0 2.9 -0.352
C -6.46288 5.35887 -6.22465 2.7 0.6 -3.4 0.456
O -6.70536 6.64909 -6.64152 -1.2 0.5 0.8 -0.541
O -4.48931 2.01580 -4.81321 -0.4 0.4 0.5 -0.528
H -5.76952 4.79000 -8.20457 -0.1 0.0 -0.1 0.298
H -4.93668 2.46337 -7.33687 0.0 0.3 -0.6 0.328
H -5.51681 3.77726 -3.38526 -0.2 -0.1 0.0 0.415
H -6.63728 5.80036 -4.14832 -0.4 0.3 -0.2 0.372
H -6.24714 6.90067 -7.44673 0.0 -0.5 0.0 0.312
H -4.10221 1.29754 -5.31904 -0.4 0.5 -0.9 0.295
C -3.10393 -5.16867 -6.68001 1.1 -2.2 0.1 -0.726
O -4.09982 -5.10337 -7.66268 -1.2 3.1 -1.9 -0.284
P -4.20068 -3.77529 -8.64025 -2.3 -3.5 -2.7 1.193
O -3.44230 -2.61257 -8.26362 0.5 1.0 0.8 -0.682
O -3.78234 -4.43757 -10.11594 -2.2 1.6 2.2 -0.347
C -2.43219 -4.35063 -10.40538 0.9 -0.2 -0.6 -0.703
O -5.76756 -3.55610 -8.98867 0.8 -0.8 1.3 -0.364
C -6.64468 -4.65188 -9.43472 1.1 0.3 -0.8 -0.591
H -3.60185 -5.32903 -5.72374 0.4 0.3 0.1 0.246
H -2.23647 -4.50868 -6.68577 -0.8 1.0 0.0 0.327
H -2.61785 -6.08638 -7.01114 0.2 -0.5 0.9 0.302
H -2.29361 -4.05500 -11.44534 -0.1 -0.3 -0.2 0.238
H -2.10633 -5.37554 -10.22802 1.2 0.3 -0.1 0.245
H -1.97433 -3.54019 -9.83822 0.5 -0.5 0.3 0.334
H -7.17356 -5.19645 -8.65253 0.1 0.6 0.3 0.250
H -6.03941 -5.37769 -9.97780 0.0 0.0 0.0 0.300
H -7.29875 -4.17328 -10.16357 -0.2 -0.2 0.3 0.264
C -7.12327 2.66796 2.76916 -0.6 0.5 -0.4 -0.764
O -6.80004 3.78751 1.98885 0.9 -0.9 -1.3 -0.245
C -7.12499 5.03389 2.51997 0.7 -1.3 0.3 -0.488
C -6.44201 6.08151 1.73039 0.7 0.9 -1.9 -0.496
O -5.07618 5.81046 1.38737 0.6 1.4 -0.3 -0.266
C -4.42370 6.97568 0.72149 -0.3 -1.2 1.5 -0.722
H -8.17446 2.73605 3.04925 -0.1 0.0 0.6 0.313
H -6.45415 2.60963 3.62763 -0.1 -0.3 0.2 0.279
H -7.08186 1.78656 2.12922 0.5 0.0 0.1 0.234
H -6.72311 5.06351 3.53275 -0.6 0.2 0.6 0.331
H -8.20212 5.11115 2.37197 -0.2 0.7 0.9 0.324
H -6.49036 7.03181 2.26206 -0.2 0.2 0.0 0.382
H -6.95351 6.15529 0.77068 -0.4 0.4 -0.1 0.293
H -4.68291 7.13694 -0.32488 -0.2 -0.5 0.0 0.279
H -3.35808 6.79440 0.86191 -0.1 -0.1 -0.4 0.230
H -4.61279 7.91283 1.24502 -0.4 0.0 0.2 0.316


Number 1: HOMO-LUMO gap 9.5188 eV. Number 2: HOMO-LUMO gap 5.8763 eV. Number 3: HOMO-LUMO gap 6.4771 eV.